C16H29N9Ru | wB97M-V/def2-TZVPD

Values from the calculation:
Relative energy (zero: lowest compared OMol25 entry of this formula, charge and spin) (kJ/mol): 258.00
Net charge: +3
Orbital gap (spin up / spin down) (eV): 5.0157 / 5.6187
2S+1: 2
E_LUMO (spin up / spin down) (eV): -12.5856 / -11.9886
Strongest force on any atom (eV/Å): 2.6
Expectation value of S²: 0.80
Electronic energy (a.u.): -1213.69349

The geometry in XYZ format:
```
55
Properties=species:S:1:pos:R:3:forces:R:3:mulliken_charge:R:1
Ru -0.211 -0.092 -0.314 -0.38 2.26 1.15 0.872
C -1.333 3.734 -0.401 0.02 -0.29 -0.10 -0.636
C 0.177 3.503 -0.600 -0.32 0.82 0.44 -0.813
N 0.606 2.184 -1.069 -0.53 -1.82 0.11 0.086
C 2.073 2.116 -1.090 0.71 -0.43 -0.10 -0.893
C 2.543 0.688 -1.320 -0.05 0.74 -0.41 -0.805
N 2.126 -0.175 -0.206 -1.61 -0.60 -0.31 0.240
C 2.779 0.051 1.094 -0.11 0.29 0.83 -0.935
C 1.875 0.731 2.132 0.01 -0.27 -0.10 -0.041
C 0.747 -0.146 2.706 0.73 -0.03 0.23 -0.706
N -0.540 0.063 2.025 0.05 -0.44 -2.14 0.081
C -1.186 1.352 2.334 -0.44 0.56 -0.27 -0.509
C -2.429 1.561 1.465 0.30 -0.18 0.69 -1.013
N -2.138 1.386 0.029 0.67 -2.02 -0.72 0.321
C -2.246 2.588 -0.810 0.21 0.77 -0.41 -1.172
H -1.631 4.600 -0.995 -0.04 -0.06 0.07 0.470
H -1.526 4.006 0.636 -0.01 0.05 0.00 0.244
H 0.700 3.706 0.337 0.03 -0.11 -0.07 0.421
H 0.536 4.261 -1.310 0.13 -0.25 0.02 0.470
H 0.266 2.040 -2.030 0.13 0.13 0.34 0.374
H 2.452 2.461 -0.126 -0.09 0.12 -0.10 0.428
H 2.489 2.777 -1.861 -0.12 -0.06 0.10 0.499
H 3.634 0.694 -1.442 -0.16 -0.19 0.04 0.542
H 2.099 0.284 -2.243 0.20 0.02 0.13 0.387
H 2.309 -1.131 -0.497 -0.17 -0.01 0.06 -0.058
H 3.669 0.675 0.961 -0.07 -0.12 -0.14 0.434
H 3.113 -0.907 1.495 0.03 -0.01 -0.12 0.384
H 1.445 1.631 1.689 0.08 0.14 0.12 -0.155
H 2.513 1.046 2.958 -0.02 0.07 -0.04 0.438
H 0.625 0.091 3.771 -0.12 -0.08 -0.16 0.315
H 1.009 -1.209 2.634 -0.13 0.20 0.03 0.446
H -1.188 -0.689 2.291 0.26 0.13 -0.24 0.215
H -0.475 2.165 2.168 0.01 -0.18 0.03 0.360
H -1.491 1.386 3.390 0.17 -0.10 -0.14 0.431
H -2.824 2.562 1.660 -0.02 -0.12 -0.09 0.366
H -3.198 0.846 1.770 -0.01 0.03 -0.14 0.478
H -2.815 0.727 -0.352 0.01 0.21 0.24 0.122
H -3.276 2.971 -0.777 0.10 -0.26 0.04 0.431
H -2.044 2.293 -1.846 -0.16 -0.03 0.10 0.467
N -3.534 -2.917 -1.520 -0.03 1.36 -0.03 0.108
C -3.051 -1.673 -1.433 -0.80 -0.05 -0.04 -0.422
N -1.749 -1.718 -1.179 0.75 0.77 0.94 -0.061
C -1.486 -3.064 -1.140 -0.59 -0.10 -0.03 -0.053
N -2.566 -3.788 -1.339 0.98 -0.74 0.09 -0.479
C -0.181 -3.665 -0.991 0.47 -1.59 0.01 0.430
C -0.054 -5.070 -1.114 -0.84 1.74 0.10 -0.208
N 1.124 -5.600 -1.060 0.55 -2.24 -0.20 -0.458
C 2.210 -4.894 -0.904 0.08 1.36 0.14 -0.425
C 2.078 -3.507 -0.744 0.52 -0.83 -0.01 -0.358
N 0.894 -2.921 -0.780 -0.51 1.25 0.03 -0.050
H -4.486 -3.231 -1.698 0.16 0.10 -0.04 0.233
H -3.653 -0.796 -1.589 -0.13 0.08 -0.01 0.646
H -0.930 -5.689 -1.255 0.05 -0.15 -0.02 0.508
H 3.176 -5.387 -0.908 -0.06 0.00 0.03 0.394
H 2.969 -2.912 -0.596 0.09 0.17 0.05 0.608
```
Positions in Å, forces in eV/Å.